No. 1
Molecular formula: C29H34HfN10O3S
Method: DFT, wB97M-V/def2-TZVPD

XYZ file:
```
78
Properties=species:S:1:pos:R:3
Hf 0.18 -0.50 -0.28
C -4.81 2.25 1.25
C -3.90 2.42 0.21
C -2.97 1.44 -0.08
C -2.90 0.27 0.69
C -3.83 0.11 1.73
C -4.78 1.08 1.99
N -1.88 -0.69 0.47
C -2.26 -2.03 0.59
C -3.55 -2.53 0.37
C -3.81 -3.87 0.52
C -2.82 -4.79 0.90
C -1.54 -4.34 1.10
C -1.27 -2.97 0.93
N -0.02 -2.39 1.08
N 0.91 -3.00 1.63
C 2.06 -2.18 1.74
C 3.15 -2.69 2.42
C 4.24 -1.86 2.63
C 4.19 -0.56 2.15
C 3.06 -0.14 1.46
N 2.02 -0.94 1.23
H -5.56 3.01 1.45
H -3.94 3.31 -0.40
H -2.27 1.58 -0.90
H -3.80 -0.79 2.33
H -5.49 0.92 2.79
H -4.35 -1.85 0.08
H -4.82 -4.23 0.35
H -3.06 -5.84 1.01
H -0.74 -5.01 1.37
H 3.11 -3.70 2.79
H 5.11 -2.22 3.16
H 5.01 0.13 2.31
H 2.99 0.86 1.07
N 1.34 4.02 -0.32
C 1.28 2.66 -0.39
S 0.19 1.88 0.77
N 2.04 2.07 -1.24
N 1.99 0.68 -1.20
C 3.01 0.15 -1.79
C 3.29 -1.27 -1.92
C 4.58 -1.65 -2.30
C 4.92 -2.98 -2.41
C 3.95 -3.95 -2.16
C 2.66 -3.60 -1.81
C 2.32 -2.26 -1.68
O 1.07 -1.91 -1.36
H 0.51 4.51 -0.03
H 1.87 4.47 -1.05
H 3.74 0.84 -2.20
H 5.32 -0.88 -2.50
H 5.92 -3.27 -2.70
H 4.21 -5.00 -2.25
H 1.90 -4.35 -1.63
N -1.60 3.68 2.99
C -1.93 2.28 3.44
C -0.73 1.64 4.15
N -0.65 0.22 3.94
H -2.41 4.11 2.52
H -0.83 3.62 2.32
H -1.32 4.29 3.77
H -2.16 1.75 2.51
H -2.83 2.33 4.05
H -0.77 1.86 5.22
H 0.19 2.08 3.76
H -0.45 0.04 2.96
H -1.49 -0.28 4.21
N -2.15 -1.57 -4.86
C -1.49 -0.34 -4.31
C -1.25 -0.64 -2.83
O -1.63 -1.73 -2.41
O -0.65 0.26 -2.16
H -3.08 -1.40 -5.24
H -2.22 -2.18 -4.00
H -1.60 -2.03 -5.57
H -2.14 0.52 -4.44
H -0.55 -0.16 -4.82
```

Its net charge is +2. For the total energy, the calculation gives -2344.708847 Eh. The energy above the lowest of the compared OMol25 structures with the same formula, charge and spin comes out at 0.0000 eV. As for the LUMO energy: -6.01 eV. As for the frontier orbital gap: 6.08 eV.



No. 2
Molecular formula: C29H34IN5O4S4Sm
Method: DFT, wB97M-V/def2-TZVPD

XYZ file:
```
78
Properties=species:S:1:pos:R:3
Sm 0.08 0.11 0.17
C -0.60 -3.11 3.14
C -1.87 -3.39 2.36
S -1.62 -2.78 0.63
C -3.34 -2.95 0.02
C -3.68 -1.93 -1.05
S -3.23 -0.20 -0.68
C -4.38 0.11 0.73
C -3.94 1.30 1.54
S -2.19 1.23 2.11
C -2.38 -0.03 3.44
C -1.05 -0.43 4.04
S 0.05 -1.40 2.95
H 0.22 -3.72 2.75
H -0.73 -3.31 4.20
H -2.74 -2.89 2.80
H -2.07 -4.46 2.33
H -4.00 -2.86 0.89
H -3.46 -3.95 -0.39
H -4.76 -1.95 -1.25
H -3.14 -2.14 -1.97
H -4.40 -0.79 1.34
H -5.38 0.28 0.31
H -4.58 1.42 2.42
H -3.98 2.21 0.95
H -2.90 -0.88 3.01
H -3.00 0.43 4.22
H -1.20 -1.01 4.95
H -0.46 0.46 4.27
O -0.42 -1.51 -1.32
C 0.23 -2.38 -2.05
C -0.42 -3.58 -2.42
C 0.15 -4.49 -3.27
C 1.42 -4.27 -3.78
C 2.10 -3.13 -3.42
C 1.54 -2.16 -2.57
C 2.27 -0.95 -2.26
N 1.82 0.09 -1.56
C 2.81 1.04 -1.59
C 3.87 0.57 -2.32
N 3.51 -0.68 -2.74
H -1.41 -3.74 -2.01
H -0.39 -5.39 -3.54
H 1.88 -4.98 -4.45
H 3.10 -2.97 -3.82
H 2.70 1.98 -1.09
H 4.81 1.01 -2.57
H 4.10 -1.30 -3.26
I 6.17 4.23 5.20
C 4.76 3.11 4.08
C 3.49 3.62 3.90
C 2.56 2.87 3.20
C 2.90 1.63 2.68
C 4.19 1.14 2.86
C 5.12 1.88 3.57
C 1.88 0.85 1.92
O 0.66 1.18 2.05
O 2.21 -0.11 1.18
H 3.22 4.59 4.29
H 1.55 3.24 3.05
H 4.45 0.17 2.45
H 6.12 1.50 3.72
C 0.05 4.90 -1.64
N -0.28 3.65 -2.28
C -0.50 3.55 -3.61
C -0.80 2.36 -4.19
C -0.89 1.22 -3.35
N -0.68 1.34 -2.04
C -0.35 2.51 -1.48
O -0.11 2.58 -0.27
N -1.20 0.01 -3.79
H -0.11 5.72 -2.34
H 1.09 4.89 -1.32
H -0.57 5.03 -0.76
H -0.43 4.46 -4.18
H -0.98 2.29 -5.25
H -1.31 -0.19 -4.77
H -1.14 -0.74 -3.11
```

The spin multiplicity is 6. The expectation value of S² is 8.7580. Its net charge is +1. For the total energy, the calculation gives -4248.705609 Eh. The energy above the lowest of the compared OMol25 structures with the same formula, charge and spin comes out at 0.0895 eV. As for the LUMO energy (spin up / spin down): -2.05 / -2.01 eV. As for the frontier orbital gap (spin up / spin down): 7.84 / 7.90 eV.



No. 3
Molecular formula: C29H34N4O3S2
Method: DFT, wB97M-V/def2-TZVPD

XYZ file:
```
72
Properties=species:S:1:pos:R:3
C 4.83 -1.25 3.49
N 3.61 -0.47 3.33
C 2.60 -1.11 2.56
O 2.85 -2.14 1.92
C 1.28 -0.50 2.64
C 0.20 -1.17 2.15
C -1.17 -0.76 2.47
C -1.87 0.15 1.67
C -3.14 0.58 2.01
C -3.74 0.15 3.21
N -5.01 0.59 3.57
C -6.13 0.43 2.65
C -5.19 1.58 4.61
C -3.02 -0.72 4.06
C -1.79 -1.23 3.65
C 1.28 0.75 3.43
O 0.41 1.10 4.22
N 2.45 1.53 3.21
C 2.40 2.96 3.52
C 3.68 0.91 3.35
S 5.07 1.83 3.60
H 5.57 -0.59 3.94
H 4.63 -2.09 4.17
H 5.17 -1.64 2.53
H 0.39 -2.10 1.62
H -1.37 0.51 0.77
H -3.69 1.27 1.36
H -6.05 -0.55 2.16
H -7.06 0.47 3.22
H -6.15 1.22 1.88
H -4.41 1.47 5.37
H -5.14 2.61 4.21
H -6.17 1.44 5.07
H -3.48 -1.03 5.00
H -1.26 -1.98 4.24
H 1.37 3.31 3.48
H 2.84 3.14 4.51
H 3.03 3.47 2.79
C -1.06 -4.27 1.26
O -0.49 -3.98 -0.04
C 0.44 -3.01 -0.31
C 1.75 -3.51 -0.55
S 2.34 -4.91 0.32
C 3.44 -5.30 -0.96
C 4.19 -6.58 -0.99
C 3.43 -4.34 -1.93
C 4.28 -4.29 -3.16
N 2.42 -3.41 -1.75
C 2.01 -2.50 -2.81
C -0.10 -1.80 -0.96
C 0.53 -0.55 -0.82
C 0.08 0.53 -1.58
C -0.97 0.36 -2.49
C -1.64 -0.87 -2.57
C -1.25 -1.93 -1.77
H -1.64 -5.18 1.10
H -0.27 -4.46 2.01
H -1.73 -3.46 1.57
H 5.00 -6.52 -1.72
H 4.61 -6.82 -0.01
H 3.53 -7.42 -1.29
H 5.15 -4.95 -3.02
H 3.77 -4.63 -4.07
H 4.68 -3.28 -3.35
H 2.60 -2.70 -3.70
H 0.95 -2.66 -3.08
H 2.16 -1.46 -2.51
H 1.35 -0.48 -0.11
H 0.56 1.50 -1.47
H -1.28 1.19 -3.12
H -2.47 -1.00 -3.27
H -1.78 -2.89 -1.78
```

As for the SMILES: CN1C(=O)C(=Cc2ccc(N(C)C)cc2)C(=O)N(C)C1=S.CO/C(=C1\SC(C)=C(C)N1C)c1ccccc1. For the total energy, the calculation gives -2366.487558 Eh. As for the LUMO energy: -0.54 eV. As for the frontier orbital gap: 5.64 eV.



No. 4
Molecular formula: C29H35AlN8O2P
Method: DFT, wB97M-V/def2-TZVPD

XYZ file:
```
76
Properties=species:S:1:pos:R:3
Al -0.23 -0.60 0.46
C 1.94 1.87 4.88
N 1.17 0.95 4.05
C 0.28 0.03 4.52
C -0.20 -0.63 3.43
N 0.38 -0.11 2.31
C 1.20 0.86 2.70
P 2.50 1.72 1.73
C 2.65 0.50 0.39
N 1.67 -0.24 -0.11
C 2.16 -0.86 -1.23
C 3.47 -0.50 -1.39
N 3.76 0.36 -0.36
C 5.04 1.01 -0.15
C 1.65 2.97 0.69
N 1.61 2.88 -0.62
C 1.12 4.06 -1.07
C 0.87 4.89 0.00
N 1.22 4.19 1.11
C 1.17 4.68 2.48
H 1.49 1.92 5.86
H 1.94 2.86 4.44
H 2.97 1.53 4.97
H 0.07 -0.08 5.57
H -0.90 -1.44 3.38
H 1.54 -1.51 -1.82
H 4.18 -0.77 -2.14
H 5.83 0.42 -0.61
H 5.24 1.09 0.92
H 5.04 2.01 -0.59
H 0.99 4.25 -2.12
H 0.47 5.89 0.05
H 0.85 5.71 2.47
H 2.16 4.62 2.93
H 0.46 4.10 3.07
C -3.56 -0.34 3.75
C -3.23 0.63 2.62
C -3.93 0.27 1.33
C -5.16 0.85 1.04
C -5.81 0.56 -0.15
C -5.23 -0.31 -1.05
C -4.02 -0.94 -0.78
C -3.47 -1.90 -1.81
C -4.21 -3.24 -1.82
C -3.38 -0.65 0.44
N -2.12 -1.28 0.74
C -2.13 -2.57 0.93
C -0.89 -3.24 0.97
C -0.51 -4.56 1.18
C 0.88 -4.58 1.06
C 1.28 -3.28 0.77
N 0.22 -2.46 0.71
H -3.00 -0.09 4.66
H -3.33 -1.37 3.47
H -4.63 -0.29 3.99
H -2.15 0.66 2.44
H -3.55 1.63 2.91
H -5.59 1.54 1.74
H -6.76 1.03 -0.37
H -5.72 -0.51 -2.00
H -2.41 -2.06 -1.68
H -3.60 -1.44 -2.80
H -4.10 -3.77 -0.87
H -3.81 -3.89 -2.60
H -5.27 -3.10 -2.00
H -3.06 -3.11 1.03
H -1.16 -5.40 1.38
H 1.53 -5.44 1.15
H 2.28 -2.91 0.63
C -1.81 1.93 -1.83
C -1.10 0.95 -0.96
O -0.87 1.20 0.27
O -0.73 -0.19 -1.39
H -2.02 2.84 -1.28
H -2.74 1.48 -2.17
H -1.19 2.14 -2.71
```

Its net charge is +1. For the total energy, the calculation gives -2298.484081 Eh. The energy above the lowest of the compared OMol25 structures with the same formula, charge and spin comes out at 0.0000 eV. As for the LUMO energy: -2.21 eV. As for the frontier orbital gap: 8.17 eV.



No. 5
Molecular formula: C29H35AsCoN7SSe
Method: DFT, wB97M-V/def2-TZVPD

XYZ file:
```
75
Properties=species:S:1:pos:R:3
Co -0.05 -0.15 -0.03
N 1.45 -0.76 1.61
C 0.82 -1.01 2.92
C -0.22 -2.10 2.76
N -1.18 -1.77 1.70
C -2.28 -0.95 2.19
C -3.15 -0.41 1.06
N -2.34 0.20 -0.01
C -1.60 -2.98 1.00
C -0.62 -3.30 -0.11
N -0.53 -2.14 -1.01
H 2.01 -1.57 1.34
H 2.08 0.03 1.71
H 0.36 -0.08 3.24
H 1.55 -1.31 3.68
H -0.73 -2.27 3.72
H 0.28 -3.03 2.50
H -1.84 -0.11 2.73
H -2.92 -1.51 2.90
H -3.84 0.31 1.49
H -3.76 -1.21 0.63
H -2.35 1.21 0.09
H -2.75 0.00 -0.91
H -2.58 -2.83 0.55
H -1.70 -3.84 1.68
H -0.93 -4.21 -0.64
H 0.38 -3.49 0.30
H -1.41 -2.02 -1.50
H 0.15 -2.31 -1.74
S 0.06 1.79 1.38
C -0.96 3.10 0.79
C -1.59 3.95 1.70
C -2.39 5.00 1.26
C -2.58 5.21 -0.10
C -1.96 4.38 -1.02
C -1.16 3.33 -0.58
As -0.29 2.07 -1.77
C -1.14 2.51 -3.46
C -0.72 3.54 -4.30
C -1.41 3.80 -5.48
C -2.53 3.06 -5.82
C -2.96 2.03 -4.99
C -2.26 1.76 -3.82
C 1.47 2.86 -2.01
C 2.16 2.64 -3.20
C 3.46 3.12 -3.36
C 4.07 3.81 -2.32
C 3.38 4.04 -1.14
C 2.08 3.57 -0.98
H -1.45 3.78 2.76
H -2.86 5.65 1.98
H -3.19 6.03 -0.45
H -2.11 4.54 -2.08
H 0.14 4.14 -4.04
H -1.07 4.61 -6.13
H -3.07 3.27 -6.74
H -3.83 1.45 -5.25
H -2.59 0.95 -3.18
H 1.68 2.14 -4.03
H 3.98 2.96 -4.29
H 5.08 4.18 -2.44
H 3.85 4.59 -0.34
H 1.55 3.77 -0.06
Se 0.75 -0.99 -5.05
N 2.51 -0.89 -4.95
C 2.80 -0.70 -3.67
C 4.12 -0.54 -3.16
C 4.23 -0.29 -1.83
C 3.06 -0.20 -1.02
N 1.83 -0.38 -1.42
C 1.68 -0.63 -2.77
N 0.49 -0.80 -3.31
H 4.97 -0.60 -3.82
H 5.19 -0.13 -1.37
H 3.19 0.08 0.02
```

The spin multiplicity is 4. The expectation value of S² is 3.7584. Its net charge is +1. For the total energy, the calculation gives -7927.375863 Eh. The energy above the lowest of the compared OMol25 structures with the same formula, charge and spin comes out at 0.0700 eV. As for the LUMO energy (spin up / spin down): -3.98 / -3.98 eV. As for the frontier orbital gap (spin up / spin down): 5.74 / 5.67 eV.



No. 6
Molecular formula: C29H35Br2N4O4W
Method: DFT, wB97M-V/def2-TZVPD

XYZ file:
```
75
Properties=species:S:1:pos:R:3
W 0.49 -0.27 0.09
N -3.56 -0.82 -2.41
C -3.49 -0.48 -0.96
C -3.55 1.01 -0.67
C -3.07 1.20 0.76
N -1.58 1.05 0.88
C -3.86 0.30 1.72
C -3.98 -1.18 1.33
N -2.69 -1.88 1.46
C -4.47 -1.27 -0.12
H -2.94 -0.20 -2.94
H -4.50 -0.75 -2.80
H -3.14 -1.78 -2.52
H -2.51 -0.79 -0.66
H -4.57 1.41 -0.77
H -2.90 1.57 -1.35
H -3.29 2.23 1.06
H -1.40 0.99 1.88
H -1.19 1.94 0.61
H -4.88 0.70 1.75
H -3.47 0.39 2.74
H -4.73 -1.63 1.98
H -2.83 -2.87 1.28
H -2.38 -1.82 2.43
H -5.49 -0.86 -0.19
H -4.51 -2.32 -0.44
Br -0.02 0.24 3.73
C 1.74 0.02 3.07
C 2.76 0.02 4.00
C 4.06 -0.19 3.56
C 4.26 -0.45 2.22
C 3.18 -0.45 1.37
N 1.91 -0.16 1.76
C 3.33 -0.94 -0.06
O 4.40 -1.29 -0.48
O 2.19 -1.01 -0.68
H 2.53 0.18 5.05
H 4.88 -0.17 4.26
H 5.22 -0.69 1.80
C 3.09 2.31 -1.00
C 1.79 2.00 -1.76
C 1.30 3.32 -2.40
C 0.74 1.50 -0.77
C 1.99 0.98 -2.88
C 0.88 0.56 -3.62
C 1.00 -0.36 -4.64
C 2.25 -0.90 -4.95
C 3.36 -0.49 -4.23
C 3.23 0.44 -3.21
H 2.88 3.02 -0.20
H 3.83 2.76 -1.67
H 3.53 1.41 -0.56
H 1.21 4.09 -1.64
H 0.33 3.19 -2.88
H 2.01 3.66 -3.15
H -0.03 2.27 -0.68
H -0.09 0.97 -3.38
H 0.13 -0.67 -5.20
H 2.35 -1.62 -5.75
H 4.34 -0.90 -4.46
H 4.12 0.73 -2.66
Br 3.82 -5.53 0.97
C 2.37 -4.65 0.15
C 1.64 -3.73 0.88
C 0.61 -3.05 0.25
C 0.29 -3.31 -1.08
C 1.01 -4.26 -1.78
C 2.06 -4.92 -1.17
C -0.70 -2.41 -1.74
O -1.54 -2.85 -2.53
O -0.60 -1.15 -1.47
H 1.87 -3.55 1.92
H 0.00 -2.35 0.83
H 0.76 -4.45 -2.82
H 2.65 -5.64 -1.73
```

The spin multiplicity is 3. The expectation value of S² is 2.1222. Its net charge is +1. For the total energy, the calculation gives -6861.001115 Eh. The energy above the lowest of the compared OMol25 structures with the same formula, charge and spin comes out at 1.0803 eV. As for the LUMO energy (spin up / spin down): -3.09 / -3.13 eV. As for the frontier orbital gap (spin up / spin down): 6.88 / 7.00 eV.